Here is 3 unconnected molecules or ions with the total composition C4H12O3 at a distorted geometry from the OMol25 dataset. Energies are from ωB97M-V/def2-TZVPD.

Values from the calculation:
- Energy: -10482.754 eV
- Highest occupied orbital energy: -8.18 eV
- E_LUMO: 0.631 eV
- Orbital gap: 8.82 eV
- ΔE to the lowest compared entry with this formula, charge and spin: 230.1 kJ/mol

Atoms and positions in Å:
C1 1.452 -1.120 2.003
C2 0.607 -1.361 0.807
C3 0.689 -0.421 -0.186
C4 0.950 -0.564 -1.684
O1 0.735 0.935 0.224
H1 2.310 -0.473 1.739
H2 1.855 -2.029 2.448
H3 0.806 -0.626 2.808
H4 -0.130 -2.189 0.811
H5 0.420 -1.467 -2.061
H6 2.031 -0.641 -1.861
H7 0.513 0.364 -2.072
H8 1.614 0.978 0.633
O2 -1.768 1.044 1.515
H9 -1.517 0.270 0.983
H10 -1.316 1.754 1.050
O3 -2.006 0.818 -2.446
H11 -1.744 1.670 -2.820
H12 -2.700 1.197 -1.888

Atoms 1-2, force components in eV/Å:
-1.5 1.4 2.0
-0.3 0.3 -1.3



Here is 8 unconnected molecules or ions with the total composition H16O8 from the OMol25 dataset. Energies are from ωB97M-V/def2-TZVPD.

Values from the calculation:
- Energy: -16638.804 eV
- Highest occupied orbital energy: -11.22 eV
- E_LUMO: -0.407 eV
- Orbital gap: 10.82 eV
- ΔE to the lowest compared entry with this formula, charge and spin: 309.4 kJ/mol

Atoms and positions in Å:
O1 0.309 -0.065 -0.392
H1 -0.098 -0.710 0.196
H2 0.953 0.388 0.165
O2 -1.901 -0.808 -3.026
H3 -2.714 -0.892 -3.537
H4 -2.203 -0.740 -2.114
O3 3.276 2.553 0.839
H5 2.361 2.257 0.896
H6 3.563 2.263 -0.034
O4 2.181 0.120 -4.353
H7 3.142 0.176 -4.293
H8 2.026 -0.657 -4.902
O5 -2.422 -0.182 2.651
H9 -3.274 -0.624 2.746
H10 -2.297 -0.117 1.697
O6 3.016 0.128 3.495
H11 2.064 0.279 3.507
H12 3.144 -0.613 4.098
O7 -0.795 3.402 1.842
H13 -1.337 3.888 1.209
H14 -1.148 2.505 1.812
O8 -2.423 -4.392 -1.110
H15 -2.771 -3.496 -1.180
H16 -2.653 -4.663 -0.214

Atoms 1-2, force components in eV/Å:
-0.2 0.1 0.3
0.2 -0.1 -0.1



Here is a molecular structure, C40H38AlAs3N7 at a distorted geometry from the OMol25 dataset. Energies are from ωB97M-V/def2-TZVPD.

Values from the calculation:
- Energy: -241616.883 eV
- Highest occupied orbital energy: -15.73 eV
- E_LUMO: -8.988 eV
- Orbital gap: 6.74 eV
- Charge: +3

Atoms and positions in Å:
Al1 -1.010 -0.844 -0.085
C1 1.454 3.814 0.885
As1 -0.061 3.157 -0.209
C2 -0.419 4.758 -1.290
C3 -1.416 3.319 1.183
C4 -1.453 4.412 2.001
C5 -2.435 4.550 3.004
C6 -3.396 3.592 3.167
C7 -3.424 2.494 2.300
C8 -2.493 2.409 1.281
As2 -2.708 1.029 -0.037
C9 -3.349 1.891 -1.649
C10 -4.321 0.125 0.513
H1 1.526 3.328 1.838
H2 1.199 4.887 1.048
H3 2.397 3.640 0.382
H4 -0.368 5.647 -0.658
H5 -1.416 4.703 -1.682
H6 0.258 4.819 -2.130
H7 -0.720 5.218 1.982
H8 -2.448 5.435 3.623
H9 -4.135 3.619 3.948
H10 -4.246 1.737 2.385
H11 -3.796 2.805 -1.404
H12 -4.103 1.255 -2.117
H13 -2.530 2.007 -2.342
H14 -5.080 0.899 0.597
H15 -4.271 -0.464 1.472
H16 -4.652 -0.520 -0.297
N1 -2.778 -2.112 -3.833
C11 -2.383 -1.033 -3.116
N2 -1.856 -1.477 -1.986
C12 -1.925 -2.846 -2.108
N3 -2.485 -3.270 -3.204
C13 -1.319 -3.668 -1.067
C14 -0.991 -5.005 -1.274
N4 -0.127 -5.617 -0.451
C15 0.295 -4.979 0.628
C16 -0.110 -3.658 0.880
N5 -0.831 -2.967 -0.018
H17 -3.351 -2.083 -4.660
H18 -2.497 -0.055 -3.509
H19 -1.328 -5.547 -2.172
H20 1.038 -5.421 1.271
H21 0.317 -3.118 1.746
N6 -0.752 -1.263 7.237
C17 -0.966 -1.176 6.105
C18 -1.049 -1.010 4.649
C19 -0.398 0.025 3.930
C20 -0.473 -0.006 2.557
N7 -1.133 -0.936 1.866
C21 -1.807 -1.872 2.537
C22 -1.790 -1.948 3.909
H22 0.129 0.842 4.397
H23 -0.033 0.786 1.957
H24 -2.423 -2.596 2.012
H25 -2.334 -2.732 4.437
C23 2.326 -4.851 -2.812
C24 1.375 -3.987 -3.392
C25 1.177 -2.736 -2.798
C26 1.909 -2.415 -1.699
C27 2.882 -3.267 -1.127
C28 3.090 -4.451 -1.751
As3 1.448 -0.702 -0.935
C29 2.582 -0.143 0.444
C30 2.678 -0.703 1.712
C31 3.613 -0.124 2.611
C32 4.300 1.045 2.194
C33 4.116 1.590 0.947
C34 3.283 0.997 0.053
C35 3.059 1.459 -1.295
C36 3.772 2.480 -1.986
C37 3.472 2.653 -3.327
C38 2.603 1.913 -4.067
C39 1.908 0.894 -3.396
C40 2.113 0.701 -2.033
H26 2.477 -5.806 -3.301
H27 0.958 -4.246 -4.370
H28 0.491 -1.977 -3.243
H29 3.468 -2.982 -0.287
H30 3.843 -5.097 -1.393
H31 2.109 -1.566 1.999
H32 3.864 -0.548 3.574
H33 5.011 1.460 2.881
H34 4.684 2.522 0.716
H35 4.576 3.059 -1.547
H36 3.986 3.456 -3.824
H37 2.416 2.148 -5.102
H38 1.188 0.245 -3.877

Atoms 1-2, force components in eV/Å:
0.2 -0.6 -1.4
-0.8 0.9 -0.5